A structure of composition C2H2Br4O2, computed with ωB97M-V/def2-TZVPD.

* LUMO level: -0.025 eV
* highest occupied orbital energy: -10.1 eV
* spin multiplicity: 1
* energy relative to the best compared isomer or geometry (same formula, charge and spin): 10.2 kcal/mol
* HOMO-LUMO gap: 10.05 eV

```
10
Properties=species:S:1:pos:R:3:mulliken_charge:R:1
C 1.665 0.121 0.313 -0.0953
C -1.911 -0.053 -0.483 -0.0683
O 0.595 0.207 -0.477 -0.0914
O -0.390 -0.612 0.059 -0.2211
Br 2.759 -1.480 -0.146 -0.1521
Br 2.883 1.643 0.464 -0.0744
Br -3.158 -1.059 0.538 -0.0081
Br -1.883 1.838 -0.115 -0.0229
H 1.332 -0.215 1.324 0.3688
H -1.892 -0.389 -1.477 0.3648
```

A cluster of 2 separate species, C2H2BrCl2F in total, computed with ωB97M-V/def2-TZVPD.

* LUMO level: 0.194 eV
* highest occupied orbital energy: -9.2 eV
* spin multiplicity: 1
* energy relative to the best compared isomer or geometry (same formula, charge and spin): 61.0 kcal/mol
* HOMO-LUMO gap: 9.42 eV

```
8
Properties=species:S:1:pos:R:3:mulliken_charge:R:1
C 1.172 -0.308 -0.066 -0.6944
C -0.892 0.436 0.055 0.3333
F -0.810 1.256 1.140 -0.2126
Cl -1.240 1.359 -1.353 -0.1150
Cl -1.910 -0.863 0.505 -0.1035
Br 1.021 -2.146 -0.391 -0.0565
H 1.423 0.296 -0.820 0.4448
H 1.236 -0.029 0.931 0.4038
```